{
  "formula": "C3H8O2S",
  "method": "ωB97M-V/def2-TZVPD",
  "total_energy_ha": -667.73915,
  "homo_lumo_gap_ha": 0.36740,
  "de_lowest_kcal_mol": 26.22,
  "smiles": "OCC(S)CO",
  "homo_energy_ev": -9.42,
  "species": ["O", "C", "C", "S", "C", "O", "H", "H", "H", "H", "H", "H", "H", "H"],
  "positions_angstrom": [[-1.581, -1.012, -0.314], [-0.231, -1.042, 0.214], [0.579, 0.123, -0.447], [2.401, 0.067, -0.125], [0.126, 1.401, 0.228], [-1.152, 1.730, -0.270], [-2.130, -1.667, 0.170], [-0.237, -0.917, 1.302], [0.193, -1.981, 0.034], [0.434, 0.172, -1.547], [2.504, -1.266, -0.416], [0.722, 2.303, 0.084], [0.005, 1.158, 1.291], [-1.633, 0.931, -0.204]],
  "atomic_forces_ev_per_a": [[0.0, -0.5, 0.6], [-0.4, 1.5, -0.3], [0.5, -0.3, 0.2], [-0.7, -1.3, -0.2], [-1.1, 0.2, 0.0], [0.5, 1.6, -0.2], [0.6, 0.6, -0.4], [0.0, 0.2, -0.1], [0.8, -1.5, -0.6], [-0.1, -0.1, 0.8], [0.2, 0.7, 0.1], [0.4, -0.4, 0.0], [0.6, 0.4, 0.1], [-1.3, -1.3, -0.1]]
}

***

{
  "formula": "C3H8O2S",
  "method": "ωB97M-V/def2-TZVPD",
  "total_energy_ha": -667.74318,
  "homo_lumo_gap_ha": 0.36793,
  "de_lowest_kcal_mol": 23.69,
  "smiles": "O=CCCS.O",
  "homo_energy_ev": -9.31,
  "species": ["O", "C", "C", "C", "S", "H", "H", "H", "H", "H", "H", "O", "H", "H"],
  "positions_angstrom": [[-1.364, -1.704, -0.405], [-1.267, -0.517, -0.490], [-0.146, 0.281, 0.133], [-0.540, 1.690, 0.655], [0.735, 2.329, 1.789], [-2.024, 0.039, -1.070], [0.703, 0.420, -0.533], [0.193, -0.291, 0.999], [-0.525, 2.374, -0.188], [-1.475, 1.697, 1.202], [1.443, 3.010, 0.874], [1.757, -2.997, -0.808], [1.275, -3.798, -0.689], [1.234, -2.534, -1.468]],
  "atomic_forces_ev_per_a": [[0.0, -0.8, 0.1], [0.3, 0.8, -0.4], [-0.4, 0.4, 1.2], [0.9, -0.5, -0.7], [0.0, 0.1, 0.1], [-0.1, 0.2, 0.0], [0.0, -0.3, -0.2], [0.2, -0.2, -0.2], [-0.7, 0.2, 0.1], [-0.2, 0.1, -0.1], [0.0, -0.1, 0.1], [0.5, 0.8, -0.3], [-0.5, -1.0, 0.3], [0.0, 0.2, 0.0]]
}

***

{
  "formula": "C3H8O2S2",
  "method": "ωB97M-V/def2-TZVPD",
  "total_energy_ha": -1065.91766,
  "homo_lumo_gap_ha": 0.34734,
  "de_lowest_kcal_mol": 40.39,
  "smiles": "OC(O)[C@H](S)CS",
  "homo_energy_ev": -9.02,
  "species": ["O", "C", "O", "C", "S", "C", "S", "H", "H", "H", "H", "H", "H", "H", "H"],
  "positions_angstrom": [[0.512, -1.817, 1.358], [-0.044, -0.604, 1.122], [0.091, 0.286, 2.132], [0.270, 0.072, -0.273], [1.876, 0.889, -0.332], [-0.881, 0.995, -0.914], [-2.335, 0.075, -1.178], [1.473, -1.640, 1.474], [-1.087, -0.752, 0.985], [0.997, 0.227, 2.445], [0.397, -0.846, -0.904], [2.089, 0.573, -1.586], [-0.335, 1.314, -1.770], [-1.174, 1.728, -0.153], [-1.851, -0.500, -2.405]],
  "atomic_forces_ev_per_a": [[2.0, -0.5, 0.2], [-1.5, 1.6, -2.7], [0.4, 1.1, 1.7], [-0.2, -1.7, -0.4], [0.1, 0.4, 1.0], [2.2, -1.4, 2.8], [-0.5, -1.4, -2.7], [-0.6, -0.6, -0.2], [-1.1, -0.6, 0.3], [0.2, 0.3, 0.3], [-0.4, 0.9, 0.1], [0.3, -0.2, -0.7], [-0.5, 1.1, -0.8], [0.5, 0.4, -0.6], [-0.9, 0.6, 1.7]]
}

***

{
  "formula": "C3H8O2Si",
  "method": "ωB97M-V/def2-TZVPD",
  "total_energy_ha": -558.94029,
  "homo_lumo_gap_ha": 0.29914,
  "de_lowest_kcal_mol": 131.94,
  "homo_energy_ev": -8.38,
  "species": ["C", "C", "C", "O", "O", "Si", "H", "H", "H", "H", "H", "H", "H", "H"],
  "positions_angstrom": [[-1.319, -1.837, 0.653], [-1.737, -0.616, 0.555], [1.408, 0.203, -0.519], [2.130, -0.497, 0.452], [-0.112, 2.448, -1.073], [0.181, 1.491, 0.214], [-1.891, -2.722, 0.775], [-0.322, -2.007, 0.475], [-2.779, -0.257, 0.481], [2.197, 0.672, -1.200], [0.758, -0.635, -1.089], [1.681, -1.274, 0.771], [-0.893, 2.458, -1.585], [0.697, 2.572, 1.090]],
  "atomic_forces_ev_per_a": [[-0.5, 0.1, -0.2], [-0.1, 3.7, -0.4], [-0.9, -1.3, -1.3], [1.3, 0.0, 1.0], [0.2, 0.4, 0.2], [-0.4, -2.3, -1.1], [-0.9, -0.6, 0.0], [2.5, -0.6, 0.1], [0.6, -0.3, 0.5], [-1.3, -0.5, 0.6], [1.2, 2.3, 0.6], [-0.4, -0.2, 0.0], [-1.1, -0.1, -0.8], [-0.1, -0.7, 0.7]]
}

***

{
  "formula": "C3H8O3",
  "method": "ωB97M-V/def2-TZVPD",
  "total_energy_ha": -344.60997,
  "homo_lumo_gap_ha": [0.23345, 0.37434],
  "de_lowest_kcal_mol": 149.60,
  "homo_energy_ev": [-9.09, -10.00],
  "species": ["C", "O", "O", "H", "H", "H", "H", "C", "C", "O", "H", "H", "H", "H"],
  "positions_angstrom": [[-1.710, -0.930, -0.047], [-0.730, 0.015, 0.382], [-0.955, 1.309, -1.033], [-0.387, 1.004, -1.763], [-1.821, -1.668, 0.751], [-1.401, -1.377, -0.992], [-2.653, -0.399, -0.164], [1.600, 0.816, 0.736], [0.824, -0.301, 0.053], [0.935, -0.453, -1.206], [0.988, -1.264, 0.604], [2.665, 0.598, 0.693], [1.370, 1.744, 0.214], [1.277, 0.906, 1.773]],
  "atomic_forces_ev_per_a": [[0.7, 0.1, 0.4], [2.2, -1.0, 0.8], [-0.4, 1.5, -1.2], [-0.2, -0.2, 0.2], [0.0, -0.2, -0.2], [-0.2, -0.1, 0.0], [0.1, 0.1, -0.1], [-0.2, 0.2, -0.1], [-3.0, 0.1, 1.3], [1.0, -0.5, -0.7], [-0.1, 0.2, -0.4], [0.0, 0.0, -0.1], [0.1, 0.0, 0.0], [0.0, -0.1, -0.1]]
}

***

{
  "formula": "C3H8O3",
  "method": "ωB97M-V/def2-TZVPD",
  "total_energy_ha": -344.66663,
  "homo_lumo_gap_ha": [0.29430, 0.28414],
  "de_lowest_kcal_mol": 114.04,
  "homo_energy_ev": [-7.36, -7.13],
  "species": ["C", "C", "C", "O", "O", "O", "H", "H", "H", "H", "H", "H", "H", "H"],
  "positions_angstrom": [[1.695, -0.272, 0.107], [0.324, 0.347, -1.674], [-1.252, -0.723, 0.752], [1.326, -0.329, -1.155], [1.569, 0.884, 0.820], [-1.217, 0.679, 0.989], [0.614, 1.067, 0.956], [-2.093, 1.063, 0.812], [-0.126, -1.053, 0.922], [2.621, -0.801, 0.290], [-0.002, 1.282, -1.248], [0.043, 0.047, -2.667], [-1.497, -0.986, -0.283], [-2.005, -1.205, 1.380]],
  "atomic_forces_ev_per_a": [[1.3, 0.4, 0.8], [-0.3, 0.7, -0.8], [1.8, -0.7, 0.0], [-0.4, -0.6, 0.0], [-0.7, -0.3, -0.3], [-0.7, 0.4, -0.1], [0.3, 0.1, 0.0], [0.5, -0.2, 0.1], [-2.5, 0.2, 0.0], [0.0, 0.0, -0.1], [0.1, -0.1, 0.2], [0.1, -0.1, -0.1], [0.1, 0.3, 0.0], [0.5, -0.2, 0.3]]
}

***

{
  "formula": "C3H8O3",
  "method": "ωB97M-V/def2-TZVPD",
  "total_energy_ha": -344.82417,
  "homo_lumo_gap_ha": 0.40188,
  "de_lowest_kcal_mol": 15.18,
  "smiles": "CCC(=O)O.O",
  "homo_energy_ev": -10.28,
  "species": ["C", "C", "C", "O", "O", "H", "H", "H", "H", "H", "H", "O", "H", "H"],
  "positions_angstrom": [[0.269, -0.671, 0.604], [-0.486, -0.679, -0.762], [-1.859, -0.197, -0.399], [-2.281, 0.915, -0.620], [-2.554, -1.112, 0.278], [-0.330, -0.948, 1.468], [0.811, 0.259, 0.740], [0.893, -1.585, 0.504], [-0.005, 0.134, -1.344], [-0.405, -1.574, -1.350], [-3.290, -0.780, 0.784], [3.240, 2.010, 0.352], [2.549, 2.667, 0.221], [3.446, 1.561, -0.477]],
  "atomic_forces_ev_per_a": [[0.6, -2.3, -0.9], [0.4, 2.2, 0.7], [-0.6, 1.0, -0.9], [0.2, -0.4, 0.3], [0.5, -1.4, 0.2], [-0.4, 0.5, -0.1], [0.2, -0.2, 0.2], [0.6, 1.0, 0.4], [-0.5, -0.5, 0.0], [-0.3, -0.6, 0.2], [-0.5, 0.7, -0.1], [0.2, -0.2, 0.3], [0.1, -0.2, -0.4], [-0.3, 0.4, 0.1]]
}

***

{
  "formula": "C3H8O3",
  "method": "ωB97M-V/def2-TZVPD",
  "total_energy_ha": -344.81696,
  "homo_lumo_gap_ha": 0.41896,
  "de_lowest_kcal_mol": 19.70,
  "smiles": "COC(C)=O.O",
  "homo_energy_ev": -10.72,
  "species": ["C", "O", "C", "C", "O", "H", "H", "H", "H", "H", "H", "O", "H", "H"],
  "positions_angstrom": [[0.217, 1.098, -1.277], [0.714, 0.861, 0.013], [-0.125, 0.299, 1.003], [0.587, -0.054, 2.264], [-1.326, 0.047, 0.886], [-0.573, 1.866, -1.323], [-0.193, 0.149, -1.662], [1.051, 1.411, -1.928], [0.880, -1.116, 2.321], [-0.076, 0.174, 3.116], [1.495, 0.566, 2.348], [-1.234, -1.791, -2.114], [-1.081, -1.528, -1.178], [-0.335, -1.982, -2.468]],
  "atomic_forces_ev_per_a": [[-0.9, -0.4, -1.2], [-0.7, -0.7, 2.7], [-1.6, -0.4, -1.4], [1.0, 0.8, 0.6], [2.5, 0.9, -0.8], [0.3, -0.3, 0.3], [0.0, 0.7, -0.1], [-0.2, -0.1, 0.6], [-0.3, 0.4, -0.3], [0.2, -0.2, -0.5], [-0.3, -0.4, 0.1], [1.1, 0.0, 0.5], [-0.3, -0.3, -0.8], [-1.0, 0.1, 0.4]]
}

***

{
  "formula": "C3H8O3",
  "method": "ωB97M-V/def2-TZVPD",
  "total_energy_ha": -344.75930,
  "homo_lumo_gap_ha": 0.40295,
  "de_lowest_kcal_mol": 55.89,
  "smiles": "O=CCCO.O",
  "homo_energy_ev": -10.32,
  "species": ["O", "C", "C", "C", "O", "H", "H", "H", "H", "H", "H", "O", "H", "H"],
  "positions_angstrom": [[0.701, 0.070, -1.642], [0.575, 0.846, -0.719], [-0.767, 1.363, -0.249], [-1.234, 0.762, 1.088], [-0.927, -0.585, 0.990], [1.549, 1.209, -0.091], [-0.707, 2.427, -0.252], [-1.385, 0.999, -0.945], [-0.444, 1.311, 1.646], [-2.176, 0.833, 1.531], [-0.128, -0.776, 1.446], [1.310, -2.046, 0.196], [0.936, -1.656, -0.658], [2.231, -1.684, 0.251]],
  "atomic_forces_ev_per_a": [[0.0, 1.0, 0.7], [1.6, -0.3, 1.2], [0.6, 0.2, 1.1], [4.7, 1.1, -0.4], [-1.1, -1.2, -0.1], [-1.8, -0.6, -1.2], [-0.3, 1.0, 0.0], [-2.6, -0.8, -3.1], [-0.8, -0.6, 1.4], [-1.7, 1.0, -0.1], [1.0, -0.6, 0.4], [0.6, 1.1, -1.3], [0.8, -0.8, 1.7], [-1.2, -0.5, -0.3]]
}

***

{
  "formula": "C3H8O4",
  "method": "ωB97M-V/def2-TZVPD",
  "total_energy_ha": -420.04431,
  "homo_lumo_gap_ha": 0.40513,
  "de_lowest_kcal_mol": 29.55,
  "smiles": "O=C(O)CCO.O",
  "homo_energy_ev": -10.57,
  "species": ["O", "C", "O", "C", "C", "O", "H", "H", "H", "H", "H", "H", "O", "H", "H"],
  "positions_angstrom": [[1.301, 1.838, -0.872], [0.195, 1.395, -0.458], [-0.355, 1.557, 0.825], [-0.513, 0.351, -1.351], [0.141, -1.050, -1.148], [-0.014, -1.671, 0.081], [-0.308, 2.467, 1.096], [-1.503, 0.298, -0.891], [-0.536, 0.629, -2.460], [-0.352, -1.739, -1.834], [1.204, -0.959, -1.388], [0.410, -1.050, 0.732], [0.533, -0.580, 2.661], [0.060, -1.414, 2.485], [-0.264, -0.073, 2.520]],
  "atomic_forces_ev_per_a": [[-4.1, -0.5, 2.4], [3.9, 0.0, -2.1], [0.1, -0.6, -2.2], [-0.5, 0.2, 1.2], [0.0, 0.1, -1.6], [0.3, 1.4, 1.8], [0.6, 0.8, 0.3], [-0.4, -0.2, -0.7], [0.2, -0.2, 1.8], [0.2, 0.2, -0.4], [0.0, -0.1, -0.3], [-0.3, -1.0, -0.4], [-0.9, -1.1, -0.4], [0.9, -0.6, 0.5], [-0.1, 1.5, 0.1]]
}

***

{
  "formula": "C3H8O4",
  "method": "ωB97M-V/def2-TZVPD",
  "total_energy_ha": -419.81297,
  "homo_lumo_gap_ha": [0.33648, 0.32997],
  "de_lowest_kcal_mol": 174.72,
  "homo_energy_ev": [-9.30, -8.95],
  "species": ["C", "C", "C", "O", "O", "O", "O", "H", "H", "H", "H", "H", "H", "H", "H"],
  "positions_angstrom": [[-0.260, -0.297, -0.131], [-0.625, -1.440, 0.760], [-0.985, 1.003, 0.100], [2.012, -0.798, 0.485], [1.417, 0.328, 0.467], [1.795, 1.164, -1.079], [-0.147, -0.667, -1.412], [2.029, 2.009, -0.672], [0.468, -0.049, -1.861], [-0.678, -1.130, 1.803], [-1.588, -1.846, 0.439], [0.109, -2.238, 0.645], [-0.875, 1.332, 1.133], [-0.623, 1.776, -0.575], [-2.049, 0.850, -0.102]],
  "atomic_forces_ev_per_a": [[-1.0, 1.5, 0.1], [0.6, -0.1, 0.0], [-0.1, 0.0, 0.0], [1.3, 0.4, 0.5], [-1.9, -2.6, -0.4], [0.1, 0.4, -0.8], [1.2, -0.1, 0.5], [0.0, 0.0, -0.1], [-0.3, 0.3, 0.1], [0.0, 0.0, -0.1], [0.0, 0.2, 0.0], [0.0, 0.1, 0.1], [0.0, 0.0, 0.0], [0.1, -0.1, 0.0], [0.0, -0.1, 0.0]]
}

***

{
  "formula": "C3H8OS",
  "method": "ωB97M-V/def2-TZVPD",
  "total_energy_ha": -592.45342,
  "s_squared": 0.753,
  "homo_lumo_gap_ha": [0.11884, 0.23389],
  "de_lowest_kcal_mol": 6.95,
  "multiplicity": 2,
  "homo_energy_ev": [0.37, -2.85],
  "charge": -1,
  "species": ["O", "C", "H", "H", "C", "S", "C", "H", "H", "H", "H", "H", "H"],
  "positions_angstrom": [[-2.561, -1.168, 0.047], [-2.892, 0.019, -0.291], [-3.162, 0.827, 0.425], [-3.312, 0.110, -1.328], [0.408, -0.734, 1.036], [0.432, 0.555, -0.294], [2.192, 0.783, -0.747], [0.663, -0.202, 1.975], [1.138, -1.517, 0.813], [-0.596, -1.170, 0.953], [2.264, 1.661, -1.377], [2.857, 0.909, 0.110], [2.570, -0.073, -1.321]],
  "atomic_forces_ev_per_a": [[0.4, -0.7, 0.9], [-0.6, 0.4, -1.1], [0.1, -0.3, -0.1], [0.1, 0.5, 0.4], [0.7, 0.9, -0.6], [0.0, -0.1, -0.1], [0.1, -0.9, 0.4], [-0.4, -0.7, -0.3], [0.1, 0.1, 0.1], [-0.1, 0.4, 0.3], [-0.1, 0.2, -0.1], [-0.1, 0.1, 0.1], [-0.1, 0.1, 0.1]]
}